# 1
Here is a structure of composition C7H11Br12NO in a non-equilibrium geometry from OMol25. Energies are from ωB97M-V with the def2-TZVPD basis set.

## Properties
**Energy relative to the best compared isomer or geometry (same formula, charge and spin)**: 1.110 eV
**Total charge**: 0
**Spin multiplicity**: 1

CARTESIAN COORDINATES (ANGSTROEM)
C1 -1.38789 -3.47681 1.36232
O1 -0.16862 -3.60437 1.44539
N1 -2.13592 -2.70236 2.13678
C2 -3.60210 -2.71136 2.00425
C3 -1.58290 -1.70896 3.00697
H1 -1.95462 -4.08038 0.63505
H2 -4.03291 -2.36990 2.94246
H3 -3.97923 -3.66366 1.65240
H4 -3.81107 -1.91525 1.27732
H5 -1.90545 -0.66988 2.88886
H6 -1.78157 -1.90507 4.06512
H7 -0.50878 -1.65553 2.85376
C4 4.22487 1.45537 1.91484
Br1 4.53885 2.90327 3.20062
Br2 5.71749 0.20073 1.95747
Br3 3.78380 2.03385 0.08824
H8 3.38259 0.90102 2.30141
C5 -0.07750 0.76471 -0.41137
Br4 1.03296 -0.10141 0.94944
Br5 0.32378 2.69415 -0.53871
Br6 -1.95980 0.52036 0.07801
H9 -0.00568 0.28990 -1.38035
C6 1.73362 5.86465 -1.83858
Br7 1.80481 7.80235 -1.83427
Br8 3.42752 5.12213 -2.49584
Br9 0.18458 5.21342 -2.87559
H10 1.54344 5.45234 -0.85813
C7 -0.48356 -2.02658 -5.00263
Br10 0.73923 -3.22622 -4.05079
Br11 -1.33207 -0.68821 -3.82583
Br12 -1.85240 -3.15942 -5.88984
H11 0.12455 -1.55288 -5.75877

Forces on atoms 1 to 3 (eV/Å):
C 1.8134 -1.0610 -0.1840
O -0.7259 0.3668 -0.2250
N -1.6797 0.5343 0.4592

Atom charges from the Mulliken analysis, given in e for atoms 1 to 2: 0.135 -0.604


# 2
Here is the molecule C7H8N2O in a non-equilibrium geometry from OMol25. Energies are from ωB97M-V with the def2-TZVPD basis set.

## Properties
**Energy relative to the best compared isomer or geometry (same formula, charge and spin)**: 3.523 eV
**Total charge**: 0
**SMILES string**: CC(=O)Nc1ccccn1
**Spin multiplicity**: 1

CARTESIAN COORDINATES (ANGSTROEM)
C1 -2.18816 0.80664 0.82767
C2 -2.36405 -0.36220 -0.12796
O1 -3.37794 -0.52194 -0.65560
N1 -1.19955 -1.12629 -0.49457
C3 0.09722 -0.63237 -0.38191
C4 0.48873 0.65589 -0.64930
C5 1.85358 1.06678 -0.48081
C6 2.66719 0.09243 -0.12559
C7 2.32706 -1.18817 0.20210
N2 0.94851 -1.55561 0.10128
H1 -3.12294 0.69317 1.28287
H2 -1.14587 0.81824 1.49140
H3 -2.38358 1.44792 0.22486
H4 -1.31347 -2.22331 -0.07997
H5 -0.29113 1.51628 -1.11736
H6 2.27289 1.98633 -0.74066
H7 3.81691 0.42706 0.16961
H8 2.91461 -1.90085 0.55395

Forces on atoms 1 to 3 (eV/Å):
C 4.6721 -8.6576 6.9456
C 5.1955 0.8342 1.0651
O -4.1517 -1.2888 -1.7119

Atom charges from the Mulliken analysis, given in e for atoms 1 to 2: -1.334 0.479


# 3
Here is the molecule C6H14O3 from OMol25. Energies are from ωB97M-V with the def2-TZVPD basis set.

## Properties
**Energy relative to the best compared isomer or geometry (same formula, charge and spin)**: 0.914 eV
**Total charge**: 0
**SMILES string**: C[C@H](O)[C@H](O)[C@@H](C)CO
**Spin multiplicity**: 1

CARTESIAN COORDINATES (ANGSTROEM)
C1 -1.37714 1.82554 -0.56667
C2 -0.13996 1.65446 0.29750
O1 1.01306 2.11327 -0.42289
C3 0.12672 0.22077 0.81333
O2 1.49700 0.15980 1.24416
C4 -0.17119 -0.96658 -0.13211
C5 0.57559 -0.90524 -1.46718
C6 0.13921 -2.30553 0.56115
O3 -0.68037 -2.47803 1.71328
H1 -1.21265 1.45598 -1.58297
H2 -1.60906 2.89095 -0.67512
H3 -2.24887 1.32649 -0.13615
H4 -0.22486 2.30407 1.17805
H5 0.89638 3.07374 -0.55491
H6 -0.48568 0.08991 1.71321
H7 1.97379 0.75948 0.62980
H8 -1.24876 -0.95938 -0.34267
H9 1.60467 -0.55505 -1.35089
H10 0.60835 -1.88880 -1.94939
H11 0.06654 -0.23606 -2.16648
H12 -0.08116 -3.14136 -0.11120
H13 1.19093 -2.38989 0.85606
H14 -0.21252 -2.04853 2.45210

Forces on atoms 1 to 3 (eV/Å):
C -0.1732 0.1061 -0.1290
C -0.2016 0.1014 -0.0112
O -0.0699 0.4486 -0.2109

Atom charges from the Mulliken analysis, given in e for atoms 1 to 2: -1.390 0.255


# 4
Here is a structure of composition C4H6BeO in a non-equilibrium geometry from OMol25. Energies are from ωB97M-V with the def2-TZVPD basis set.

## Properties
**Energy relative to the best compared isomer or geometry (same formula, charge and spin)**: 1.332 eV
**Total charge**: +2
**Spin multiplicity**: 1

CARTESIAN COORDINATES (ANGSTROEM)
H1 1.56469 -0.13567 1.14652
C1 0.07134 -1.76277 0.96539
C2 0.63528 -0.59664 0.69389
C3 -0.01194 0.63563 0.21450
C4 0.31856 1.26141 -1.07951
O1 -0.84740 0.42178 -1.01687
Be1 -2.08424 0.28264 -1.18707
H2 -0.84400 -2.09028 0.46756
H3 0.49003 -2.42081 1.72819
H4 -0.51087 1.26005 0.96017
H5 1.12279 0.82377 -1.67408
H6 0.09577 2.32089 -1.21867

Forces on atoms 1 to 3 (eV/Å):
H -0.5978 -1.3518 0.0042
C 0.1680 0.0463 0.1296
C 0.7517 1.8903 1.3361

Atom charges from the Mulliken analysis, given in e for atoms 1 to 2: 0.348 -0.660


# 5
Here is a structure of composition C30H39AlB2Br2ClCsKN2O25S in a non-equilibrium geometry from OMol25. Energies are from ωB97M-V with the def2-TZVPD basis set.

## Properties
**Total charge**: +1
**Spin multiplicity**: 1

CARTESIAN COORDINATES (ANGSTROEM)
C1 -5.25595 -2.71627 -1.78994
C2 -3.92887 -2.93397 -2.65647
C3 -2.90928 -3.84403 -1.86586
C4 -2.18802 -3.10384 -0.61857
O1 -1.98832 -1.65554 -0.79363
C5 -0.63844 -1.39978 -0.22717
Cl1 0.35944 -0.61772 -1.59130
C6 -0.69949 -0.41171 0.99818
C7 0.71907 -0.64636 1.95285
C8 2.05300 0.14181 1.40204
O2 1.82907 -1.40433 1.31805
H1 -5.18820 -1.73693 -1.23023
H2 -6.17042 -2.73757 -2.44360
H3 -5.31064 -3.51875 -0.99483
H4 -3.49169 -1.96844 -3.01624
H5 -4.22574 -3.50903 -3.58332
H6 -2.12852 -4.28854 -2.59602
H7 -3.45059 -4.73901 -1.43734
H8 -1.12354 -3.58740 -0.51226
H9 -2.71367 -3.28994 0.39770
H10 -0.68115 0.66486 0.69321
H11 -1.49352 -0.66927 1.74761
H12 0.57778 -0.70965 3.09696
H13 2.84258 0.42775 2.13714
H14 2.21880 0.22607 0.30421
O3 2.80076 2.97907 3.04876
S1 2.07292 3.97554 2.31992
O4 2.07573 4.00871 0.85518
O5 2.47139 5.42705 2.86802
C9 3.86187 5.80485 2.86791
C10 4.36723 6.12792 1.47524
C11 0.39264 3.97121 2.85602
H15 4.46777 5.02682 3.33837
H16 3.94212 6.69428 3.49206
H17 4.36567 5.23993 0.83943
H18 5.38711 6.50957 1.51349
H19 3.72604 6.87178 0.99470
H20 0.36378 3.98201 3.94516
H21 -0.07435 3.06088 2.47876
H22 -0.11255 4.84604 2.44411
Cs1 0.58242 -3.37715 -1.38012
O6 -0.96502 3.09422 5.31380
H23 -0.56387 3.06669 6.19331
K1 -1.66175 -3.99593 2.16673
Al1 0.59794 5.01558 -0.31534
B1 5.29227 -8.04848 -2.60443
O7 3.83214 -8.23956 -2.50331
C12 3.30664 -7.07250 -2.17053
O8 2.13359 -6.86644 -2.00379
C13 4.38118 -6.06318 -2.03665
O9 4.22803 -4.90178 -1.74396
O10 5.55028 -6.62893 -2.28983
O11 6.00686 -8.93496 -1.66913
C14 6.81675 -9.70564 -2.38810
O12 7.54219 -10.54174 -1.93218
C15 6.67127 -9.35989 -3.82734
O13 7.25824 -9.86741 -4.73890
O14 5.77581 -8.38572 -3.95490
Br1 6.55452 8.52718 3.13679
C16 4.95831 9.18765 4.04113
C17 5.21418 10.51656 4.70458
Br2 6.22319 10.29895 6.35563
H24 4.64519 8.41368 4.73931
H25 4.20781 9.28915 3.25610
H26 4.27564 10.98291 5.00338
H27 5.77447 11.20729 4.07819
C18 -2.09861 2.20574 -5.63287
C19 -2.34491 3.09020 -6.67650
C20 -2.43220 4.45454 -6.42408
C21 -2.26672 4.91720 -5.12288
C22 -2.02915 4.03764 -4.07453
C23 -1.94611 2.67745 -4.33372
N1 -2.33116 6.35355 -4.85118
O15 -2.55833 7.09563 -5.78200
O16 -2.14748 6.72160 -3.70327
H28 -2.02538 1.14253 -5.83263
H29 -2.46514 2.71783 -7.68642
H30 -2.62352 5.13703 -7.24223
H31 -1.90596 4.39538 -3.06030
H32 -1.75835 1.98225 -3.52297
C24 -3.73401 7.23369 2.78093
C25 -2.96519 5.97348 3.07287
O17 -1.75289 5.88621 2.88202
N2 -3.65038 4.91346 3.56352
C26 -5.06850 4.82307 3.85368
H33 -3.05439 7.99183 2.39632
H34 -4.49949 7.04101 2.02725
H35 -4.19404 7.61334 3.69462
H36 -3.07078 4.10403 3.73914
H37 -5.19115 4.58786 4.91201
H38 -5.49417 4.01465 3.25671
H39 -5.59143 5.74812 3.62895
B2 -2.04080 -10.07692 -0.25572
O18 -3.45333 -10.45410 -0.07940
C27 -3.63228 -11.62722 -0.68470
O19 -4.67360 -12.21736 -0.72828
C28 -2.34758 -12.06850 -1.28345
O20 -2.16498 -13.08016 -1.89804
O21 -1.41037 -11.15652 -1.03198
O22 -1.92498 -8.78066 -0.95822
C29 -1.27247 -7.96027 -0.15890
O23 -1.00675 -6.81142 -0.42293
C30 -0.92608 -8.65768 1.09892
O24 -0.33350 -8.17497 2.03194
O25 -1.37394 -9.90212 1.04958

Forces on atoms 1 to 3 (eV/Å):
C 0.8584 0.3023 0.1487
C -0.8486 -0.8739 0.2082
C 0.4555 0.3671 0.0408

Atom charges from the Mulliken analysis, given in e for atoms 1 to 2: -0.940 -0.476


The calculation returns the following E values, one per record and in order: -31291.413380, -456.164772, -462.717463, -245.100996, -10075.238091 hartree.
The calculation returns the following HOMO values, one per record and in order: -0.342, -0.330, -0.363, -0.695, -0.391 Eh.